1.
Density functional theory data (the ωB97M-V functional and the def2-TZVPD basis) for a 4-piece molecular cluster, C4H18NO4 overall in a non-equilibrium geometry.

The calculation puts the gap between HOMO and LUMO at 10.712 eV. Its total energy is -14112.811 eV.

Structure (ORCA input):
```
! RIJCOSX wB97M-V def2-TZVPD def2/J DEFGRID3
* xyz 1 1
C -0.95 -1.96 0.92
C -1.17 -0.55 0.40
C 0.16 0.13 0.01
C 1.03 0.48 1.20
O -0.47 1.41 -0.48
N -1.76 0.25 1.52
H -1.81 -2.52 1.35
H -0.86 -2.67 0.10
H -0.19 -1.93 1.70
H -1.82 -0.61 -0.47
H 0.61 -0.18 -0.91
H 0.96 0.04 2.20
H 1.99 -0.04 1.02
H 1.32 1.52 1.26
H 0.04 2.18 -0.21
H -2.18 1.11 1.16
H -2.49 -0.36 1.89
H -1.11 0.36 2.30
H -1.71 0.91 -3.50
H -0.69 0.97 -2.48
O -0.75 0.78 -3.43
H 1.49 -2.99 -0.31
H 2.49 -1.85 -0.57
O 1.55 -2.07 -0.58
H 2.78 2.71 -1.06
H 1.63 2.53 -1.97
O 1.89 2.34 -1.05
*
```

=====

2.
Density functional theory data (the ωB97M-V functional and the def2-TZVPD basis) for a 5-piece molecular cluster, C4H18O5 overall.

As for the structure (SMILES): CCO.CCO.O.O.O. The calculation puts the gap between HOMO and LUMO at 10.248 eV. Its total energy is -14677.283 eV.

Structure (ORCA input):
```
! RIJCOSX wB97M-V def2-TZVPD def2/J DEFGRID3
* xyz 0 1
C 5.52 -24.52 19.05
C 6.91 -24.77 18.51
O 7.57 -23.51 18.33
H 5.60 -23.93 19.97
H 5.04 -25.47 19.30
H 4.91 -23.93 18.37
H 6.87 -25.33 17.57
H 7.46 -25.39 19.23
H 8.37 -23.65 17.81
C 10.44 -21.88 14.86
C 10.10 -23.29 15.23
O 9.82 -23.41 16.64
H 11.41 -21.58 15.27
H 9.69 -21.20 15.25
H 10.51 -21.76 13.78
H 10.90 -23.98 14.95
H 9.18 -23.59 14.74
H 10.65 -23.44 17.12
O 6.84 -21.20 16.13
H 7.31 -21.93 16.55
H 7.23 -21.08 15.25
O 7.75 -20.93 13.27
H 7.86 -21.25 12.37
H 7.78 -19.97 13.19
O 5.29 -18.84 16.76
H 5.95 -18.20 17.04
H 5.79 -19.63 16.52
*
```

=====

3.
Density functional theory data (the ωB97M-V functional and the def2-TZVPD basis) for a 6-piece molecular cluster, C4H18O6 overall in a non-equilibrium geometry.

As for the structure (SMILES): CC(C)C=O.O.O.O.O.O. The calculation puts the gap between HOMO and LUMO at 10.474 eV. Its total energy is -16724.033 eV.

Structure (ORCA input):
```
! RIJCOSX wB97M-V def2-TZVPD def2/J DEFGRID3
* xyz 0 1
C -0.98 0.37 -2.11
C -1.98 0.73 -0.99
C -2.18 2.24 -0.68
C -1.26 0.34 0.29
O -1.75 -0.36 1.15
H -1.10 1.05 -2.95
H -1.12 -0.67 -2.38
H 0.05 0.52 -1.85
H -2.84 0.07 -0.99
H -2.86 2.27 0.16
H -2.67 2.75 -1.51
H -1.26 2.82 -0.55
H -0.16 0.48 0.32
O 0.81 -0.04 2.20
H 0.04 -0.62 2.12
H 1.58 -0.36 2.64
O 1.99 2.46 -0.01
H 2.13 3.17 -0.62
H 1.04 2.35 -0.04
O 1.84 -3.23 1.42
H 2.52 -2.90 2.03
H 2.39 -2.99 0.67
O 2.78 -0.93 0.47
H 2.92 0.01 0.47
H 1.84 -1.12 0.55
O -0.60 -3.13 -0.06
H 0.10 -2.80 0.50
H -1.29 -2.49 -0.25
*
```

=====

4.
Density functional theory data (the ωB97M-V functional and the def2-TZVPD basis) for a 6-piece molecular cluster, C4H19NO6S2 overall in a non-equilibrium geometry.

As for the structure (SMILES): CSSC[C@@H](N)C=O.O.O.O.O.O. The calculation puts the gap between HOMO and LUMO at 8.909 eV. Its total energy is -39899.324 eV.

Structure (ORCA input):
```
! RIJCOSX wB97M-V def2-TZVPD def2/J DEFGRID3
* xyz 0 1
C -2.63 -0.49 -1.47
S -2.60 0.16 0.13
S -1.95 2.09 0.47
C -0.23 2.36 0.87
C 0.87 1.34 0.83
N 1.30 0.80 -0.51
C 2.27 1.80 1.30
O 2.60 1.76 2.42
H -3.84 -0.71 -1.65
H -2.26 0.22 -2.21
H -2.17 -1.43 -1.68
H -0.18 2.99 1.86
H -0.01 3.11 0.06
H 0.46 0.52 1.40
H 1.03 -0.16 -0.53
H 0.87 1.24 -1.29
H 2.90 2.08 0.42
O -0.51 -0.44 3.70
H -0.21 0.42 3.40
H 0.11 -1.05 3.32
O 0.84 -3.23 -1.79
H 0.40 -3.35 -2.62
H 0.19 -3.47 -1.14
O 0.29 -1.79 -4.05
H 0.87 -1.15 -4.41
H -0.48 -1.51 -4.39
O 0.45 -1.84 0.94
H 1.28 -1.33 0.87
H 0.62 -2.79 0.95
O 3.39 -2.12 -1.83
H 3.45 -1.64 -0.95
H 2.49 -2.47 -1.85
*
```

=====

5.
Density functional theory data (the ωB97M-V functional and the def2-TZVPD basis) for one molecule with the formula C4H2 in a non-equilibrium geometry.

As for the structure (SMILES): C#CC#C. The calculation puts the gap between HOMO and LUMO at 10.920 eV. Its total energy is -4176.381 eV.

Structure (ORCA input):
```
! RIJCOSX wB97M-V def2-TZVPD def2/J DEFGRID3
* xyz 0 1
C 1.89 0.03 -0.01
C 0.67 -0.04 0.00
C -0.69 -0.04 -0.01
C -1.89 -0.02 -0.01
H 2.97 -0.07 0.01
H -2.95 0.12 0.02
*
```

=====

6.
Density functional theory data (the ωB97M-V functional and the def2-TZVPD basis) for a 11-piece molecular cluster, C4H20BO18 overall in a non-equilibrium geometry.

The calculation puts the gap between HOMO and LUMO at 9.974 eV. Its total energy is -42013.020 eV.

Structure (ORCA input):
```
! RIJCOSX wB97M-V def2-TZVPD def2/J DEFGRID3
* xyz -1 1
O -2.22 -2.84 1.26
C -1.62 -1.80 1.24
O -1.19 -1.17 0.16
B -0.32 -0.05 0.57
O -0.30 -0.08 2.03
C -1.02 -1.10 2.47
O -1.24 -1.40 3.60
O -0.83 1.27 0.10
C -0.06 1.76 -0.84
O -0.10 2.86 -1.31
C 1.15 0.80 -0.97
O 1.00 -0.17 -0.08
O 2.14 0.97 -1.63
O 0.02 -5.34 0.54
H -0.77 -5.85 0.73
H -0.09 -4.51 1.02
O 1.87 4.54 -0.15
H 1.43 5.10 -0.80
H 2.31 3.86 -0.68
O -2.43 -3.90 4.18
H -2.40 -3.60 3.26
H -2.79 -3.16 4.66
O 1.99 -1.12 -3.77
H 1.88 -0.51 -3.04
H 1.37 -0.82 -4.44
O -0.92 4.89 0.41
H -0.64 4.86 1.33
H -0.22 4.42 -0.07
O -2.91 2.04 1.98
H -2.67 2.65 2.68
H -2.13 1.99 1.42
O 1.97 -3.22 0.91
H 1.79 -2.30 0.72
H 2.37 -3.56 0.11
O -0.37 4.63 -3.60
H -0.36 4.04 -2.83
H -0.31 4.04 -4.36
O 5.67 0.59 -0.66
H 4.97 1.16 -0.99
H 6.19 0.37 -1.44
O -3.79 -3.49 -1.19
H -3.19 -4.06 -1.67
H -3.23 -2.79 -0.84
*
```

=====

7.
Density functional theory data (the ωB97M-V functional and the def2-TZVPD basis) for a 5-piece molecular cluster, C4H20N2O4S overall in a non-equilibrium geometry.

As for the structure (SMILES): NCNCCCS.O.O.O.O. The calculation puts the gap between HOMO and LUMO at 9.563 eV. Its total energy is -26475.763 eV.

Structure (ORCA input):
```
! RIJCOSX wB97M-V def2-TZVPD def2/J DEFGRID3
* xyz 0 1
N -0.65 -0.45 1.89
C 0.58 -0.76 1.16
N 0.23 -0.97 -0.34
C 1.21 -0.57 -1.34
C 1.04 0.83 -1.99
C 1.02 1.95 -0.97
S 1.83 3.58 -1.27
H -1.39 -1.02 1.64
H -0.61 -0.48 2.96
H 1.27 0.18 1.32
H 1.02 -1.60 1.62
H -0.61 -0.41 -0.43
H 2.30 -0.57 -0.92
H 1.22 -1.49 -2.12
H 1.93 0.97 -2.67
H 0.25 0.99 -2.74
H -0.05 2.27 -0.68
H 1.45 1.52 -0.09
H 1.57 4.12 -0.08
O -3.33 -0.69 -1.28
H -3.42 0.23 -1.11
H -3.96 -1.07 -0.83
O -2.17 -2.90 0.61
H -1.24 -2.69 0.37
H -2.57 -2.52 -0.24
O 3.56 -1.09 1.56
H 4.07 -0.25 1.60
H 3.25 -1.21 0.71
O -2.65 1.68 0.94
H -3.21 1.45 1.61
H -1.92 0.94 1.11
*
```

=====

8.
Density functional theory data (the ωB97M-V functional and the def2-TZVPD basis) for a 5-piece molecular cluster, C4H20N2O5 overall in a non-equilibrium geometry.

As for the structure (SMILES): NCC[C@@H](N)CO.O.O.O.O. The calculation puts the gap between HOMO and LUMO at 9.944 eV. Its total energy is -17690.297 eV.

Structure (ORCA input):
```
! RIJCOSX wB97M-V def2-TZVPD def2/J DEFGRID3
* xyz 0 1
N 1.64 0.48 1.24
C 2.20 0.28 -0.11
C 1.25 -0.57 -0.97
C -0.11 0.09 -1.18
N 0.00 1.21 -2.12
C -1.18 -0.95 -1.59
O -2.17 -1.01 -0.58
H 2.36 0.66 1.92
H 1.01 1.33 1.25
H 2.43 1.19 -0.66
H 3.19 -0.26 0.02
H 1.73 -0.82 -1.96
H 1.13 -1.63 -0.51
H -0.46 0.54 -0.20
H 0.65 1.01 -2.84
H -0.88 1.57 -2.51
H -1.76 -0.67 -2.48
H -0.81 -1.96 -1.73
H -1.80 -1.24 0.27
O -0.98 -0.86 1.83
H -1.10 -1.04 2.80
H -0.10 -0.43 1.76
O -0.25 2.69 0.70
H -1.14 2.30 0.81
H -0.18 2.67 -0.25
O -2.48 1.20 0.93
H -2.01 0.48 1.42
H -2.71 0.73 0.10
O 0.98 -2.70 1.61
H 1.49 -1.84 1.52
H 0.06 -2.44 1.48
*
```

=====

9.
Density functional theory data (the ωB97M-V functional and the def2-TZVPD basis) for a 6-piece molecular cluster, C4H20N2O6 overall in a non-equilibrium geometry.

As for the structure (SMILES): CNCC(=O)NC.O.O.O.O.O. The calculation puts the gap between HOMO and LUMO at 9.681 eV. Its total energy is -19735.194 eV.

Structure (ORCA input):
```
! RIJCOSX wB97M-V def2-TZVPD def2/J DEFGRID3
* xyz 0 1
C 2.24 -0.24 -0.91
N 2.44 -0.76 0.45
C 1.43 -1.71 0.90
C 0.02 -1.20 0.96
O -0.13 -0.02 1.35
N -1.13 -1.92 0.47
C -1.12 -3.30 0.02
H 3.06 0.56 -1.23
H 1.40 0.45 -1.00
H 2.37 -1.07 -1.75
H 2.45 0.06 1.04
H 1.63 -2.67 0.21
H 1.93 -2.08 1.83
H -1.99 -1.48 0.64
H -1.12 -3.15 -1.08
H -0.24 -3.90 0.18
H -2.09 -3.76 0.14
O -2.35 0.76 -0.56
H -2.68 1.24 0.16
H -1.85 1.36 -1.08
O -1.53 1.32 -3.39
H -0.62 0.87 -3.27
H -2.09 0.61 -3.08
O -2.12 1.42 2.25
H -1.51 0.98 1.81
H -1.61 1.90 2.92
O 0.14 2.50 -1.88
H 0.31 3.56 -1.79
H -0.62 2.40 -1.38
O 1.83 2.55 2.72
H 2.34 1.86 2.22
H 1.19 2.86 2.15
*
```

=====

Short version: energy relative to the best compared isomer or geometry (same formula, charge and spin) = 36.0 0.7 24.6 63.8 1.2 17.3 56.4 0.5 105.3 kcal per mole, in the order given.